Record 1
The following is a DFT calculation (wB97M-V/def2-TZVPD) of 11 unconnected molecules or ions with the total composition C17H45ClN10O22 in a non-equilibrium geometry.

- highest occupied orbital energy (eV) = -8.69
- net charge = 0
- 2S+1 = 1

CARTESIAN COORDINATES (ANGSTROEM)
C  0.49292  1.87349  -2.40307
C  -0.03655  0.82391  -1.44105
C  -0.00728  1.32021  0.00009
N  -0.64021  0.36687  0.95892
C  -2.11279  0.47577  0.87306
C  -0.20124  0.75480  2.33916
C  -0.30910  -0.50186  3.20050
C  -0.44315  -1.65535  2.20786
C  -0.19094  -1.07088  0.82156
H  0.34512  1.56232  -3.43573
H  1.54881  2.09020  -2.24049
H  -0.05261  2.80074  -2.22124
H  0.53151  -0.10691  -1.51536
H  -1.05893  0.53185  -1.70115
H  -0.51260  2.27737  0.09187
H  1.04931  1.41176  0.25369
H  -2.41929  1.51942  0.88728
H  -2.53000  -0.03421  1.73669
H  -2.49679  0.05736  -0.05459
H  -0.77501  1.64565  2.59090
H  0.84070  1.03642  2.23530
H  -1.13019  -0.42243  3.91199
H  0.60513  -0.54403  3.79076
H  -1.45533  -2.06451  2.21580
H  0.19939  -2.51844  2.37512
H  -0.81796  -1.52726  0.06155
H  0.84896  -1.02280  0.50876
Cl  -0.11330  4.69283  2.76190
O  -1.43044  4.10358  2.82876
O  0.85833  3.62059  2.65276
O  0.00177  5.55275  1.60787
O  0.15611  5.45347  3.96075
C  4.95741  4.30030  -1.28175
N  3.52526  3.91423  -1.24249
O  3.24407  2.89334  -0.66223
O  2.73072  4.64570  -1.80430
H  5.53448  3.39022  -1.40003
H  5.19847  4.74655  -0.31750
H  5.09610  5.04444  -2.05363
C  1.30723  -4.02481  -3.18094
N  1.26045  -3.38037  -1.85659
O  0.58962  -3.90756  -0.99219
O  1.88532  -2.34967  -1.71208
H  0.69065  -3.46289  -3.88066
H  0.98721  -5.05535  -3.10726
H  2.32292  -3.95232  -3.56393
C  -3.02599  -0.96508  -3.96269
N  -2.00227  -1.97170  -3.57569
O  -1.83103  -2.90417  -4.33771
O  -1.38889  -1.80863  -2.54125
H  -2.79810  -0.69502  -4.99090
H  -2.91121  -0.09402  -3.32779
H  -4.00704  -1.42325  -3.91592
C  1.65995  -6.62916  4.52942
N  1.77785  -6.15060  3.12121
O  2.54259  -6.74707  2.39270
O  1.07907  -5.22006  2.79460
H  0.69060  -7.11495  4.60929
H  1.67856  -5.78335  5.20892
H  2.47558  -7.31304  4.72285
C  2.57490  -0.20185  -6.09965
N  1.50900  -1.12141  -5.68533
O  1.62313  -2.28850  -6.00836
O  0.59161  -0.66516  -5.03960
H  2.44220  0.76408  -5.62409
H  2.54715  -0.06763  -7.18040
H  3.55932  -0.59815  -5.86788
C  4.11006  1.84688  3.08145
N  4.07177  0.70189  2.13214
O  3.08307  -0.01013  2.15418
O  4.99890  0.59753  1.36512
H  4.23558  2.72501  2.44746
H  5.03718  1.74351  3.63907
H  3.20195  1.92130  3.66038
C  -4.97728  1.47879  4.66013
N  -4.70047  1.39924  3.19930
O  -3.98127  2.26296  2.74739
O  -5.14059  0.44974  2.58096
H  -4.23730  0.82598  5.11100
H  -5.98680  1.13995  4.87041
H  -4.88862  2.52031  4.94312
C  -2.51514  -4.19727  -0.84354
N  -3.03999  -4.67769  0.47197
O  -3.40348  -5.82829  0.55887
O  -3.00654  -3.88937  1.39913
H  -1.82561  -3.39544  -0.63020
H  -3.34785  -3.86079  -1.45514
H  -2.01788  -5.04153  -1.30591
C  -1.24641  5.37151  -1.03395
N  -2.47281  4.53814  -0.87881
O  -3.46304  5.07387  -0.44765
O  -2.41365  3.35855  -1.20883
H  -0.39539  4.71019  -0.92269
H  -1.29280  6.14650  -0.28095
H  -1.24691  5.78298  -2.04079

Cartesian forces (eV/Å) of the 3 atoms listed first:
-0.15 0.20 0.22
-0.46 -0.47 0.14
0.69 -0.41 -1.09

---

Record 2
The following is a DFT calculation (wB97M-V/def2-TZVPD) of C4H10N2O in the gas phase in a non-equilibrium geometry.

- relative energy (zero: lowest compared OMol25 entry of this formula, charge and spin) (kJ/mol) = 386.2
- structure (SMILES) = CNC1(NC)CO1
- highest occupied orbital energy (eV) = -8.47
- net charge = 0
- 2S+1 = 1

CARTESIAN COORDINATES (ANGSTROEM)
C  2.21434  0.17468  -0.13841
N  0.84679  -0.02199  -0.60757
C  -0.18836  0.57297  0.20772
N  -1.52502  0.13115  -0.17581
C  -1.74587  -1.13848  -0.84154
C  -0.15894  0.39793  1.65389
O  -0.08581  1.84877  0.64002
H  2.38511  -0.43684  0.74957
H  2.89990  -0.16394  -0.91447
H  2.44101  1.21884  0.10615
H  0.75451  0.38348  -1.53365
H  -2.06688  0.90674  -0.54431
H  -1.17649  -1.90913  -0.32290
H  -1.41925  -1.12798  -1.89055
H  -2.80877  -1.38199  -0.80804
H  0.67976  -0.04477  2.18044
H  -1.04602  0.59057  2.23946

Cartesian forces (eV/Å) of the 3 atoms listed first:
-0.02 0.12 0.13
-0.22 0.45 0.01
-1.47 -2.92 0.09

---

Record 3
The following is a DFT calculation (wB97M-V/def2-TZVPD) of a molecular structure, C46H41NO2OsSb2.

- relative energy (zero: lowest compared OMol25 entry of this formula, charge and spin) (kJ/mol) = 0.0
- highest occupied orbital energy (spin up / spin down) (eV) = -13.09 / -13.13
- net charge = +2
- 2S+1 = 5

CARTESIAN COORDINATES (ANGSTROEM)
Os  -2.07992  -0.21226  1.00126
C  -1.03342  2.31805  4.40694
C  -2.23958  2.34096  5.09905
C  -3.36606  1.80608  4.50546
C  -3.27468  1.23260  3.24470
N  -2.07737  1.13879  2.61562
C  -0.99600  1.70401  3.17852
C  -4.40065  0.74112  2.44619
C  -5.72955  0.92605  2.80577
C  -6.73438  0.56917  1.92148
C  -6.40988  0.04028  0.67865
C  -5.08475  -0.17480  0.32621
C  -4.06075  0.16142  1.20907
H  -0.13460  2.75548  4.81673
H  -2.30084  2.78316  6.08424
H  -4.32095  1.84285  5.00769
H  -0.08132  1.66058  2.60186
H  -5.99154  1.36588  3.75862
H  -7.76997  0.71815  2.19436
H  -7.19444  -0.21607  -0.02088
H  -4.87316  -0.59845  -0.64406
C  1.45114  1.83794  -2.16957
C  1.98758  2.68590  -1.02176
C  1.48316  2.19210  0.34357
Sb  2.65684  0.51781  1.04878
C  3.76493  1.54373  2.55357
C  3.18877  2.58352  3.27682
C  3.94804  3.25675  4.22387
C  5.27278  2.89894  4.43882
C  5.84253  1.86114  3.71713
C  5.09054  1.17936  2.76858
C  1.20546  -0.53005  2.22120
C  0.24254  -1.33971  1.60087
C  -0.64027  -2.10685  2.36815
C  -0.58764  -2.02840  3.76172
C  0.36985  -1.23829  4.37151
C  1.27820  -0.50514  3.60527
Sb  1.90795  -0.23575  -1.89470
C  3.96286  -0.24208  -2.41195
C  4.48069  0.67544  -3.32148
C  5.83990  0.67198  -3.61075
C  6.67747  -0.24901  -3.00059
C  6.16112  -1.17416  -2.10158
C  4.80726  -1.16844  -1.80288
C  0.96301  -1.40083  -3.39247
C  -0.01072  -2.32727  -3.03562
C  -0.59730  -3.10673  -4.02355
C  -0.20056  -2.96091  -5.34609
C  0.78628  -2.04536  -5.68889
C  1.38556  -1.26377  -4.71005
H  1.86593  2.12227  -3.13634
H  0.36611  1.90848  -2.21331
H  1.64292  3.71188  -1.17140
H  3.08041  2.72949  -1.04884
H  0.43458  1.88937  0.26354
H  1.55766  2.98444  1.08564
H  2.15606  2.87448  3.12644
H  3.50486  4.06576  4.78953
H  5.86255  3.43435  5.17039
H  6.87328  1.58149  3.88813
H  5.54370  0.37287  2.20566
H  0.27448  -1.49204  0.52251
H  -1.31594  -2.79522  1.88115
H  -1.26612  -2.62102  4.36054
H  0.43415  -1.20611  5.45143
H  2.03743  0.08762  4.10212
H  3.84137  1.39862  -3.81366
H  6.24101  1.38931  -4.31415
H  7.73504  -0.24891  -3.22716
H  6.81294  -1.90237  -1.63767
H  4.41487  -1.89752  -1.10206
H  -0.31069  -2.45137  -2.00141
H  -1.35610  -3.83123  -3.75627
H  -0.65200  -3.57486  -6.11385
H  1.10031  -1.94387  -6.71910
H  2.16819  -0.56578  -4.98234
C  -2.12402  0.59950  -3.48126
C  -2.22167  -0.17953  -2.20139
O  -1.54829  0.23017  -1.22688
C  -3.05836  -1.36226  -2.14832
C  -3.87036  -1.70733  -3.25028
C  -4.63069  -2.84764  -3.24709
C  -4.57748  -3.70146  -2.13681
C  -3.79540  -3.39517  -1.04758
C  -3.04827  -2.21219  -1.02069
O  -2.31954  -1.95172  0.05261
H  -1.27737  1.27580  -3.43800
H  -3.03274  1.19448  -3.60506
H  -2.02304  -0.05217  -4.34725
H  -3.90822  -1.05501  -4.11148
H  -5.25887  -3.08824  -4.09269
H  -5.16341  -4.61143  -2.13219
H  -3.75342  -4.04085  -0.18057

Cartesian forces (eV/Å) of the 3 atoms listed first:
-0.66 -0.30 -0.27
-0.04 0.02 0.01
0.00 -0.03 -0.03